No. 1
ORCA calculation (the ωB97M-V functional and the def2-TZVPD basis) on C31H49BrN2NiOP2 as an isolated structure at a distorted geometry.

The value obtained for the relative energy (zero: lowest compared OMol25 entry of this formula, charge and spin) is 0.0 kJ/mol. Its HOMO-LUMO gap (spin up / spin down) is 5.598 / 3.744 eV. The calculation puts the HOMO energy (spin up / spin down) at -13.055 / -13.109 eV. The value obtained for the total energy is -167614.6122 eV. As for the spin multiplicity: 3. The LUMO energy (spin up / spin down) is -7.457 / -9.365 eV. As for the total charge: +2.

Cartesian coordinates (Å):
C: -0.297 6.749 -4.161
C: -0.453 5.372 -4.425
C: -0.779 5.029 -5.751
C: -0.937 6.036 -6.712
N: -0.794 7.326 -6.436
C: -0.476 7.679 -5.196
C: -0.310 4.356 -3.410
C: -0.196 3.534 -2.518
C: -0.175 2.569 -1.474
C: 0.851 2.615 -0.525
C: 0.952 1.557 0.413
C: -0.004 0.539 0.250
C: -1.146 0.547 -0.576
C: -1.219 1.625 -1.481
Ni: 0.127 -1.282 0.289
P: 2.257 -1.501 0.433
H: -0.920 3.991 -6.037
H: -0.048 7.108 -3.167
H: -1.188 5.780 -7.741
H: -0.357 8.745 -5.010
H: -2.035 1.739 -2.190
H: 1.570 3.453 -0.509
H: -1.944 -0.208 -0.535
H: 1.742 1.549 1.172
C: 2.589 -3.045 1.375
C: 3.603 -4.011 0.783
H: 1.618 -3.529 1.518
H: 2.900 -2.701 2.367
H: 3.759 -4.849 1.470
H: 3.267 -4.444 -0.165
H: 4.583 -3.541 0.615
C: 2.492 -1.782 -1.363
C: 3.429 -0.824 -2.090
H: 1.502 -1.707 -1.828
H: 2.817 -2.824 -1.447
H: 3.317 -0.994 -3.168
H: 3.176 0.232 -1.909
H: 4.481 -0.979 -1.837
C: 3.526 -0.347 1.023
C: 4.950 -0.886 1.106
H: 3.194 -0.024 2.019
H: 3.473 0.532 0.372
H: 5.634 -0.072 1.375
H: 5.055 -1.651 1.874
H: 5.310 -1.300 0.165
Br: -0.934 -2.148 2.151
P: -2.206 -3.614 -2.095
C: -0.388 -3.814 -1.979
C: 0.055 -5.248 -2.284
H: -0.107 -3.500 -0.953
H: 0.041 -3.110 -2.707
H: 1.122 -5.280 -2.536
H: -0.111 -5.912 -1.428
H: -0.497 -5.673 -3.134
C: -2.812 -3.415 -0.376
C: -4.196 -4.021 -0.149
H: -2.812 -2.334 -0.180
H: -2.062 -3.877 0.280
H: -4.383 -4.135 0.928
H: -4.987 -3.379 -0.561
H: -4.297 -5.013 -0.616
C: -2.447 -1.964 -2.845
C: -2.708 -2.040 -4.348
H: -1.554 -1.368 -2.618
H: -3.310 -1.523 -2.329
H: -3.100 -1.092 -4.723
H: -1.795 -2.266 -4.905
H: -3.439 -2.818 -4.593
O: -1.797 1.439 2.644
C: -1.544 1.202 3.834
C: -0.126 1.124 4.401
C: 0.239 2.319 5.276
C: -0.355 2.305 6.701
C: -1.871 2.260 6.761
C: -2.464 0.976 6.176
N: -2.548 1.001 4.727
H: -0.017 0.179 4.946
H: 0.527 1.066 3.526
H: 1.333 2.351 5.391
H: -0.065 3.251 4.781
H: 0.057 1.447 7.249
H: -0.020 3.219 7.204
H: -2.179 2.305 7.816
H: -2.300 3.132 6.262
H: -1.879 0.101 6.502
H: -3.494 0.865 6.550
H: -3.466 0.842 4.298

No. 2
ORCA calculation (the ωB97M-V functional and the def2-TZVPD basis) on C31H49F6GeN7O6S5Sr as an isolated structure at a distorted geometry.

The value obtained for the relative energy (zero: lowest compared OMol25 entry of this formula, charge and spin) is 153.9 kJ/mol. Its HOMO-LUMO gap is 7.028 eV. The calculation puts the HOMO energy at -7.533 eV. The value obtained for the total energy is -183491.0320 eV. The LUMO energy is -0.504 eV.

Cartesian coordinates (Å):
Sr: 0.225 -0.569 -2.044
C: 4.667 -1.190 2.934
C: 4.442 -1.522 1.463
S: 2.751 -1.392 0.856
C: 2.394 0.361 1.133
C: 1.886 0.802 2.509
S: 0.749 -0.375 3.284
C: 1.419 -0.477 4.959
C: 2.911 -0.794 5.132
S: 3.635 -2.115 4.114
H: 4.519 -0.127 3.108
H: 5.711 -1.404 3.167
H: 4.744 -2.549 1.251
H: 5.084 -0.872 0.862
H: 1.653 0.654 0.387
H: 3.299 0.922 0.884
H: 1.369 1.753 2.370
H: 2.716 0.967 3.191
H: 0.814 -1.253 5.428
H: 1.215 0.455 5.491
H: 3.063 -1.093 6.170
H: 3.522 0.096 4.986
F: 2.192 -4.143 -1.395
C: 1.043 -4.801 -1.324
F: 0.929 -5.351 -0.123
F: 1.015 -5.742 -2.245
S: -0.373 -3.640 -1.538
O: -0.186 -2.657 -0.481
O: -1.568 -4.421 -1.560
N: 0.003 -3.035 -3.005
S: -1.287 -2.410 -3.771
O: -0.811 -1.602 -4.854
O: -2.127 -1.726 -2.809
C: -2.256 -3.836 -4.516
F: -1.562 -4.952 -4.440
F: -2.487 -3.552 -5.787
F: -3.406 -3.966 -3.883
C: 4.132 0.130 -2.517
Ge: 3.237 1.883 -2.689
C: 3.842 3.026 -1.202
C: 3.959 2.668 -4.344
C: 1.317 1.660 -2.676
H: 5.218 0.238 -2.462
H: 3.912 -0.487 -3.393
H: 3.808 -0.416 -1.626
H: 4.920 2.950 -1.055
H: 3.344 2.767 -0.264
H: 3.602 4.066 -1.429
H: 5.050 2.689 -4.348
H: 3.594 3.690 -4.464
H: 3.625 2.092 -5.210
H: 1.000 1.692 -3.735
H: 0.875 2.551 -2.221
O: 0.779 -3.759 4.540
C: 0.248 -4.736 3.682
N: -0.690 -4.192 2.728
C: -2.004 -4.542 2.706
O: -2.489 -5.395 3.426
C: -2.826 -3.827 1.677
C: -3.847 -4.510 1.034
C: -4.554 -3.863 0.037
C: -4.211 -2.556 -0.274
N: -3.263 -1.874 0.364
C: -2.598 -2.502 1.329
H: 1.419 -3.218 4.052
H: -0.302 -5.448 4.292
H: 1.049 -5.258 3.149
H: -0.358 -3.503 2.071
H: -4.058 -5.533 1.313
H: -5.343 -4.362 -0.508
H: -4.717 -2.038 -1.083
H: -1.838 -1.922 1.844
N: -7.096 0.411 -3.149
C: -5.997 0.630 -2.901
C: -4.618 0.897 -2.584
C: -4.160 0.750 -1.284
C: -2.817 0.985 -1.033
N: -1.953 1.360 -1.976
C: -2.412 1.501 -3.225
C: -3.727 1.282 -3.583
H: -4.816 0.433 -0.487
H: -2.417 0.862 -0.035
H: -1.681 1.807 -3.967
H: -4.051 1.398 -4.607
C: -1.493 6.107 1.824
C: -2.243 5.015 1.066
N: -1.383 4.040 0.407
C: -0.824 4.407 -0.889
C: 0.588 4.981 -0.826
C: -0.957 2.901 1.034
C: -1.531 2.601 2.396
N: -0.127 2.041 0.559
H: -2.192 6.721 2.394
H: -0.950 6.762 1.143
H: -0.772 5.674 2.518
H: -2.868 5.469 0.294
H: -2.924 4.498 1.737
H: -1.506 5.130 -1.340
H: -0.843 3.527 -1.535
H: 0.611 5.927 -0.286
H: 0.969 5.149 -1.834
H: 1.268 4.289 -0.328
H: -2.614 2.465 2.350
H: -1.332 3.402 3.109
H: -1.079 1.680 2.756
H: 0.208 2.294 -0.369

No. 3
ORCA calculation (the ωB97M-V functional and the def2-TZVPD basis) on C31H50CeO3P2 as an isolated structure at a distorted geometry.

The value obtained for the relative energy (zero: lowest compared OMol25 entry of this formula, charge and spin) is 0.0 kJ/mol. Its HOMO-LUMO gap (spin up / spin down) is 7.757 / 7.835 eV. The calculation puts the HOMO energy (spin up / spin down) at -10.400 / -10.401 eV. The value obtained for the total energy is -70603.8689 eV. As for the spin multiplicity: 2. The LUMO energy (spin up / spin down) is -2.644 / -2.566 eV. As for the total charge: +1.

Cartesian coordinates (Å):
Ce: 0.260 0.099 -0.092
C: 1.181 0.038 -2.485
C: 0.501 1.297 -2.389
C: 2.286 1.347 -0.906
C: 2.304 0.076 -1.590
C: 1.170 2.100 -1.408
C: 0.780 -1.096 -3.359
H: -0.306 -1.114 -3.509
H: 1.078 -2.065 -2.942
H: 1.240 -1.010 -4.353
C: 3.291 -1.014 -1.356
H: 3.042 -1.906 -1.943
H: 3.301 -1.305 -0.295
H: 4.314 -0.690 -1.609
C: 3.201 1.773 0.184
H: 3.949 2.493 -0.181
H: 3.737 0.918 0.610
H: 2.646 2.260 1.000
C: 0.790 3.492 -1.049
H: 1.294 4.219 -1.703
H: 1.053 3.740 -0.014
H: -0.288 3.647 -1.170
C: -0.633 1.753 -3.231
H: -0.293 2.024 -4.243
H: -1.117 2.637 -2.802
H: -1.404 0.981 -3.336
C: -3.585 -0.094 -0.282
C: -3.270 -0.005 -1.583
C: -4.145 0.706 -2.575
C: -4.195 2.261 -2.540
C: -3.427 2.977 -1.463
C: -3.756 2.881 -0.169
C: -4.936 2.074 0.300
C: -4.833 0.526 0.280
H: -5.188 0.356 -2.490
H: -5.261 2.540 -2.474
H: -3.805 0.425 -3.584
H: -5.725 0.160 -0.256
H: -3.005 -0.703 0.420
H: -2.422 -0.552 -2.013
H: -4.934 0.186 1.321
H: -5.143 2.377 1.337
H: -3.274 3.496 0.598
H: -5.828 2.349 -0.289
H: -3.832 2.631 -3.511
H: -2.695 3.708 -1.823
P: -0.508 -2.874 -0.075
C: 1.008 -3.886 -0.314
H: 0.768 -4.940 -0.101
H: 1.812 -3.565 0.364
H: 1.369 -3.784 -1.346
C: -1.121 -3.541 1.513
H: -1.096 -4.642 1.477
H: -2.153 -3.202 1.676
H: -0.490 -3.181 2.337
C: -1.660 -3.651 -1.245
H: -2.678 -3.304 -1.041
H: -1.618 -4.745 -1.159
H: -1.398 -3.355 -2.267
P: -0.484 1.325 2.619
C: -0.570 3.155 2.534
H: -1.156 3.537 3.387
H: -1.065 3.447 1.595
H: 0.440 3.586 2.554
C: -2.063 0.977 3.476
H: -2.876 1.554 3.013
H: -2.000 1.228 4.547
H: -2.300 -0.090 3.370
C: 0.741 1.025 3.954
H: 0.491 1.606 4.856
H: 1.745 1.308 3.609
H: 0.769 -0.046 4.199
O: 3.110 -4.214 3.034
C: 4.018 -3.252 2.788
C: 5.384 -3.528 2.912
C: 6.293 -2.476 2.954
C: 5.874 -1.150 2.777
C: 4.526 -0.874 2.537
C: 3.602 -1.922 2.484
C: 2.153 -1.693 2.304
O: 1.353 -2.315 3.047
O: 1.751 -0.865 1.388
H: 2.253 -3.699 3.172
H: 5.699 -4.567 3.031
H: 7.348 -2.687 3.134
H: 6.591 -0.320 2.815
H: 4.150 0.142 2.432

No. 4
ORCA calculation (the ωB97M-V functional and the def2-TZVPD basis) on C31H50O3P2STb as an isolated structure at a distorted geometry.

The value obtained for the relative energy (zero: lowest compared OMol25 entry of this formula, charge and spin) is 198.0 kJ/mol. Its HOMO-LUMO gap (spin up / spin down) is 4.659 / 6.006 eV. The calculation puts the HOMO energy (spin up / spin down) at -9.469 / -9.469 eV. The value obtained for the total energy is -90939.2876 eV. As for the spin multiplicity: 7. The LUMO energy (spin up / spin down) is -4.810 / -3.463 eV. As for the total charge: +1.

Cartesian coordinates (Å):
Tb: -1.064 0.437 0.750
C: 0.579 0.577 2.636
C: 1.227 0.732 1.365
C: -0.233 2.518 1.669
C: -0.338 1.662 2.805
C: 0.777 1.971 0.793
C: 1.091 -0.343 3.678
H: 2.188 -0.318 3.695
H: 0.792 -1.373 3.479
H: 0.726 -0.081 4.670
C: -1.156 1.934 4.017
H: -0.720 1.458 4.904
H: -2.191 1.579 3.902
H: -1.187 3.011 4.225
C: -1.074 3.733 1.454
H: -1.273 4.237 2.409
H: -2.051 3.493 1.010
H: -0.563 4.452 0.806
C: 1.124 2.438 -0.572
H: 1.957 3.147 -0.529
H: 0.280 2.952 -1.047
H: 1.450 1.608 -1.206
C: 2.197 -0.236 0.781
H: 3.234 0.053 0.989
H: 2.097 -0.321 -0.310
H: 2.042 -1.243 1.189
C: -0.335 -3.699 -1.987
C: 0.807 -3.749 -1.292
C: 2.199 -3.350 -1.730
C: 2.373 -2.811 -3.189
C: 2.043 -1.371 -3.392
C: 0.836 -0.853 -3.702
C: -0.454 -1.383 -3.129
C: -0.597 -2.917 -3.256
H: 2.894 -4.209 -1.656
H: 1.826 -3.456 -3.899
H: 2.586 -2.636 -0.976
H: 0.029 -3.273 -4.088
H: -1.223 -4.254 -1.655
H: 0.732 -4.014 -0.229
H: -1.635 -3.146 -3.541
H: -0.538 -1.102 -2.056
H: 0.776 0.103 -4.232
H: -1.309 -0.884 -3.626
H: 3.450 -2.925 -3.426
H: 2.919 -0.720 -3.294
P: -0.948 -0.909 -6.274
P: -1.031 1.942 -7.162
C: -1.195 -0.683 -8.130
C: -1.671 0.728 -8.439
H: -1.939 -1.427 -8.451
H: -0.243 -0.906 -8.639
H: -1.327 1.046 -9.434
H: -2.770 0.793 -8.421
C: -1.713 3.384 -8.112
H: -1.330 4.311 -7.663
H: -2.811 3.354 -8.041
H: -1.415 3.335 -9.173
C: 0.693 2.028 -7.861
H: 0.658 2.003 -8.962
H: 1.304 1.196 -7.481
H: 1.123 2.987 -7.533
C: -2.500 -1.855 -6.020
H: -2.625 -2.156 -4.976
H: -2.498 -2.737 -6.669
H: -3.343 -1.211 -6.302
C: 0.355 -2.203 -6.441
H: 0.785 -2.171 -7.447
H: -0.064 -3.199 -6.246
H: 1.157 -1.998 -5.721
C: -2.957 -3.620 7.660
C: -2.709 -3.199 6.242
C: -3.136 -4.016 5.191
C: -3.046 -3.582 3.873
C: -2.474 -2.329 3.607
C: -1.953 -1.550 4.640
C: -2.059 -1.993 5.954
S: -2.498 -1.762 1.927
O: -1.057 -1.764 1.422
O: -3.404 -2.554 1.149
O: -2.845 -0.278 1.997
H: -4.032 -3.629 7.892
H: -2.587 -4.638 7.834
H: -2.466 -2.941 8.364
H: -3.538 -5.004 5.414
H: -3.443 -4.193 3.067
H: -1.490 -0.592 4.405
H: -1.622 -1.392 6.757

No. 5
ORCA calculation (the ωB97M-V functional and the def2-TZVPD basis) on C31H50O3P2SY as an isolated structure at a distorted geometry.

The value obtained for the relative energy (zero: lowest compared OMol25 entry of this formula, charge and spin) is 175.2 kJ/mol. Its HOMO-LUMO gap is 6.708 eV. The calculation puts the HOMO energy at -10.095 eV. The value obtained for the total energy is -69549.6242 eV. The LUMO energy is -3.388 eV. As for the total charge: +1.

Cartesian coordinates (Å):
Y: -1.547 0.709 -0.335
C: 0.359 0.596 1.218
C: 1.115 0.876 0.036
C: -0.386 2.625 0.309
C: -0.514 1.723 1.436
C: 0.586 2.052 -0.582
C: 0.524 -0.640 2.044
H: 1.563 -1.000 2.122
H: -0.012 -1.459 1.543
H: 0.091 -0.550 3.047
C: -1.467 1.956 2.553
H: -0.977 1.722 3.512
H: -2.378 1.335 2.415
H: -1.783 3.012 2.562
C: -1.273 3.811 0.066
H: -1.208 4.494 0.925
H: -2.336 3.502 -0.077
H: -0.927 4.375 -0.818
C: 1.235 2.678 -1.770
H: 2.303 2.869 -1.569
H: 0.773 3.639 -2.026
H: 1.175 1.998 -2.637
C: 2.387 0.185 -0.315
H: 3.302 0.528 0.233
H: 2.591 0.324 -1.391
H: 2.253 -0.874 -0.065
C: 0.533 -3.925 -1.585
C: 1.522 -3.552 -0.730
C: 2.820 -3.015 -1.277
C: 3.133 -3.503 -2.728
C: 2.837 -2.447 -3.744
C: 1.882 -1.503 -3.661
C: 0.749 -1.585 -2.678
C: 0.119 -2.990 -2.672
H: 3.641 -3.152 -0.573
H: 2.612 -4.450 -2.974
H: 2.791 -1.947 -1.364
H: 0.449 -3.477 -3.587
H: -0.159 -4.720 -1.319
H: 1.450 -3.588 0.384
H: -0.977 -2.926 -2.745
H: 1.092 -1.280 -1.704
H: 1.928 -0.645 -4.338
H: -0.032 -0.864 -2.927
H: 4.201 -3.771 -2.771
H: 3.486 -2.444 -4.650
P: -1.269 -1.429 -5.059
P: -1.241 1.857 -4.484
C: -1.533 -0.253 -6.500
C: -2.052 1.113 -6.035
H: -2.254 -0.732 -7.185
H: -0.585 -0.168 -7.064
H: -1.998 1.842 -6.863
H: -3.108 1.018 -5.749
C: -1.698 3.613 -4.882
H: -1.136 4.283 -4.232
H: -2.769 3.764 -4.681
H: -1.507 3.894 -5.938
C: 0.467 1.958 -5.215
H: 0.458 2.137 -6.297
H: 1.034 1.041 -5.028
H: 1.012 2.772 -4.728
C: -2.916 -2.259 -4.988
H: -3.181 -2.323 -3.926
H: -2.858 -3.275 -5.398
H: -3.686 -1.685 -5.516
C: -0.383 -2.799 -5.976
H: -0.076 -2.445 -6.969
H: -1.031 -3.681 -6.096
H: 0.525 -3.114 -5.438
C: -2.490 -3.312 6.828
C: -2.747 -2.868 5.420
C: -3.215 -3.762 4.447
C: -3.282 -3.366 3.110
C: -2.877 -2.074 2.719
C: -2.526 -1.165 3.717
C: -2.474 -1.543 5.053
S: -2.958 -1.645 0.981
O: -1.572 -1.615 0.357
O: -3.837 -2.584 0.343
O: -3.362 -0.188 1.007
H: -3.399 -3.443 7.432
H: -1.978 -4.281 6.777
H: -1.847 -2.571 7.322
H: -3.504 -4.784 4.738
H: -3.624 -4.081 2.365
H: -2.275 -0.143 3.461
H: -2.227 -0.802 5.831